52
Properties=species:S:1:pos:R:3 method="wB97M-V/def2-TZVPD" fmax_ev_per_a=5.71 lumo_ha=-0.1486 orbital_gap_ev=7.2 energy_ev=-39960.517 total_charge=+1
C -0.22279 2.20030 3.57875
P -0.52255 0.34368 3.26194
C -0.88896 -0.06284 1.43737
N 0.70964 -0.70512 3.99362
C 1.94916 -0.87068 3.14617
N 2.55615 -2.29288 3.13316
N 2.58329 0.13211 2.42863
C 3.83171 -0.07891 1.57666
C 3.66610 0.82135 0.18105
C 4.45135 2.25175 0.33728
F 4.93468 2.71236 1.67315
C 4.61448 3.08170 -0.89234
F 4.67332 2.38795 -2.21097
F 4.69901 4.57963 -0.74284
H 0.67102 2.66969 2.98802
H -1.19529 2.80496 3.29652
H -0.04834 2.37473 4.72907
H -1.60703 0.73828 0.91974
H 0.06983 -0.12360 0.76509
H -1.50151 -1.08337 1.40513
H 0.92795 -0.46948 4.98642
H 3.51434 -2.13392 3.56082
H 1.98318 -2.93947 3.72038
H 2.17579 1.11328 2.47014
H 4.79244 0.21072 2.19288
H 3.98544 -1.18291 1.21351
H 2.51023 1.00875 0.07201
H 3.98754 0.17982 -0.75496
C 1.11379 0.31368 -3.85091
C 0.18840 0.25860 -2.64586
C -1.26648 0.42024 -3.05640
O 0.53946 1.29548 -1.73309
H 1.03289 1.27893 -4.36337
H 2.15842 0.20843 -3.53914
H 0.87952 -0.48179 -4.56519
H 0.31984 -0.69561 -2.12410
H -1.43179 1.38925 -3.54068
H -1.91981 0.39089 -2.17775
H -1.57219 -0.37205 -3.74682
H 0.42582 2.14659 -2.18778
C -5.32823 -1.99744 -2.45019
C -4.26822 -2.06960 -1.36267
C -4.87412 -2.45568 -0.02282
O -3.62708 -0.80224 -1.24333
H -6.08320 -1.23973 -2.21193
H -4.87977 -1.70651 -3.40610
H -5.82943 -2.96204 -2.57751
H -3.50136 -2.79956 -1.64393
H -5.61298 -1.71423 0.30150
H -4.10158 -2.49171 0.75281
H -5.36168 -3.43405 -0.07729
H -4.30042 -0.14772 -0.99383


16
Properties=species:S:1:pos:R:3 method="wB97M-V/def2-TZVPD" fmax_ev_per_a=7.09 lumo_ha="0.1316 / 0.1211" orbital_gap_ev="5.2 / 6.6" energy_ev=-33765.821 multiplicity=3 total_charge=-1
C -1.17593 0.30931 1.69905
C -0.65761 1.00470 0.62701
C -0.42516 -0.58469 2.45750
C 0.61929 -1.90936 0.66205
C 0.56005 0.40376 -0.05797
C 0.56529 -1.05559 -0.55383
O 1.76522 -2.71259 0.89257
O 0.27437 -4.30170 -0.58244
S 0.38711 -3.62562 0.72494
Cl -1.24545 -1.88651 3.36957
H -2.16517 0.59869 2.07474
H -1.10835 1.71678 0.14765
H 0.68252 1.14348 -0.87908
H 1.52935 0.42586 0.55909
H 1.54788 -1.08880 -1.10593
H -0.28054 -1.33994 -1.15174


15
Properties=species:S:1:pos:R:3 method="wB97M-V/def2-TZVPD" de_lowest_kcal_mol=35.02 fmax_ev_per_a=2.98 lumo_ha=-0.1191 orbital_gap_ev=12.2 energy_ev=-5225.427 total_charge=+1
N 1.45538 1.70807 -1.68693
H 0.84780 2.42365 -2.09116
H 2.20935 2.10168 -1.10086
H 0.74219 0.20997 -0.81420
H 1.76401 1.46513 -2.69079
C -1.05353 -1.66729 1.33430
C -1.14196 -0.36473 0.44351
N 0.35896 0.10756 0.22737
H -2.02715 -1.91255 1.96310
H -0.92786 -2.49265 0.64570
H -0.25227 -1.68678 2.09895
H -1.53649 -0.48685 -0.60979
H -1.84667 0.32314 0.96196
H 0.81628 -0.71439 0.68125
H 0.59196 0.98604 0.63758


12
Properties=species:S:1:pos:R:3 method="wB97M-V/def2-TZVPD" de_lowest_kcal_mol=19.74 fmax_ev_per_a=2.98 lumo_ha=0.1538 orbital_gap_ev=7.1 energy_ev=-16107.421 total_charge=-1
C 0.33319 2.13142 -1.83426
C 0.67379 1.25846 -0.84000
O 0.19506 1.44922 0.40992
H 0.70275 1.85572 -2.84051
H -0.36886 2.92368 -1.81509
H 1.35986 0.40796 -0.99222
H 0.19959 0.56028 0.95334
C -1.38393 -1.62518 0.20527
S 0.25043 -1.43526 1.01265
H -2.11065 -1.05861 0.74480
H -1.34817 -1.23655 -0.84385
H -1.74021 -2.67019 0.12573


Copy entry 2 word for word.
16
Properties=species:S:1:pos:R:3 method="wB97M-V/def2-TZVPD" fmax_ev_per_a=7.09 lumo_ha="0.1316 / 0.1211" orbital_gap_ev="5.2 / 6.6" energy_ev=-33765.821 multiplicity=3 total_charge=-1
C -1.17593 0.30931 1.69905
C -0.65761 1.00470 0.62701
C -0.42516 -0.58469 2.45750
C 0.61929 -1.90936 0.66205
C 0.56005 0.40376 -0.05797
C 0.56529 -1.05559 -0.55383
O 1.76522 -2.71259 0.89257
O 0.27437 -4.30170 -0.58244
S 0.38711 -3.62562 0.72494
Cl -1.24545 -1.88651 3.36957
H -2.16517 0.59869 2.07474
H -1.10835 1.71678 0.14765
H 0.68252 1.14348 -0.87908
H 1.52935 0.42586 0.55909
H 1.54788 -1.08880 -1.10593
H -0.28054 -1.33994 -1.15174